# 1
116
Properties=species:S:1:pos:R:3:lowdin_charge:R:1 method="wB97M-V/def2-TZVPD" charge=+1 gap_ev=5.992 spin_multiplicity=1
C -0.950 7.375 1.160 -0.031
C -0.472 6.661 2.419 -0.185
O 0.436 5.587 2.016 -0.040
N 0.637 4.777 3.082 -0.079
N 1.656 5.066 3.859 0.207
C 1.842 4.247 4.851 -0.064
C 1.075 3.126 5.213 0.046
C 0.014 2.852 4.375 0.049
C -0.134 3.726 3.297 -0.147
C -1.255 3.452 2.297 -0.067
C -0.577 2.812 1.042 -0.217
N 0.339 1.716 1.345 0.031
H -1.255 8.394 1.402 0.093
H -1.823 6.883 0.722 0.085
H -0.133 7.366 0.432 0.083
H 0.024 7.323 3.135 0.128
H -1.352 6.244 2.924 0.119
H 2.703 4.468 5.478 0.136
H 1.301 2.497 6.065 0.134
H -0.642 2.011 4.554 0.143
H -1.968 2.772 2.771 0.109
H -1.797 4.357 2.022 0.114
H 0.010 3.606 0.570 0.109
H -1.351 2.490 0.340 0.120
H 1.310 1.970 1.251 0.079
H 0.147 1.258 2.223 0.066
C 1.957 -1.227 -0.415 -0.072
C 1.029 -1.529 0.750 -0.307
O 0.447 -2.814 0.696 -0.158
C 1.351 -3.912 0.703 -0.267
C 2.231 -3.972 1.938 -0.074
H 1.424 -1.330 -1.361 0.085
H 2.344 -0.209 -0.338 0.064
H 2.810 -1.906 -0.444 0.067
H 0.203 -0.820 0.734 0.090
H 1.546 -1.385 1.710 0.100
H 1.958 -3.910 -0.206 0.093
H 0.736 -4.811 0.662 0.123
H 2.876 -3.096 2.025 0.064
H 2.869 -4.854 1.900 0.074
H 1.619 -4.020 2.841 0.079
C 5.141 7.781 -2.589 -0.076
C 4.088 8.370 -1.668 -0.276
O 2.811 7.762 -1.793 -0.160
C 2.745 6.379 -1.515 -0.283
C 3.170 6.019 -0.100 -0.082
H 4.821 7.854 -3.629 0.084
H 6.085 8.315 -2.473 0.080
H 5.328 6.727 -2.377 0.065
H 3.944 9.421 -1.916 0.120
H 4.422 8.341 -0.625 0.106
H 3.326 5.814 -2.251 0.110
H 1.702 6.092 -1.659 0.114
H 4.210 6.278 0.096 0.070
H 3.057 4.945 0.066 0.071
H 2.555 6.552 0.627 0.061
C -7.518 3.552 1.382 -0.069
C -6.023 3.489 1.137 -0.275
O -5.242 3.920 2.245 -0.177
C -5.411 3.192 3.451 -0.280
C -5.068 1.717 3.323 -0.073
H -7.819 4.568 1.645 0.086
H -8.061 3.245 0.488 0.080
H -7.827 2.897 2.196 0.054
H -5.767 4.154 0.311 0.116
H -5.721 2.482 0.829 0.108
H -6.427 3.325 3.836 0.111
H -4.742 3.650 4.183 0.111
H -5.713 1.206 2.608 0.070
H -5.176 1.215 4.286 0.080
H -4.037 1.594 2.979 0.059
C -11.787 0.485 1.217 -0.075
C -10.288 0.431 0.980 -0.277
O -9.516 0.864 2.089 -0.183
C -9.681 0.132 3.292 -0.280
C -9.326 -1.340 3.169 -0.077
H -12.095 1.498 1.482 0.083
H -12.323 0.179 0.318 0.080
H -12.097 -0.174 2.029 0.067
H -10.034 1.101 0.158 0.114
H -9.978 -0.572 0.670 0.108
H -10.699 0.257 3.675 0.109
H -9.016 0.599 4.021 0.114
H -9.968 -1.857 2.455 0.068
H -9.434 -1.836 4.134 0.079
H -8.296 -1.457 2.829 0.078
C 3.993 -6.917 -2.981 -0.071
C 3.778 -5.576 -2.303 -0.279
O 4.076 -5.577 -0.916 -0.179
C 5.406 -5.910 -0.560 -0.279
C 6.450 -4.974 -1.145 -0.078
H 3.392 -7.689 -2.497 0.088
H 3.713 -6.862 -4.032 0.076
H 5.035 -7.237 -2.933 0.059
H 2.725 -5.301 -2.385 0.114
H 4.345 -4.788 -2.812 0.108
H 5.621 -6.949 -0.829 0.109
H 5.449 -5.857 0.529 0.115
H 6.454 -4.994 -2.235 0.065
H 7.446 -5.258 -0.802 0.078
H 6.255 -3.945 -0.836 0.078
C 5.073 -10.029 -7.796 -0.078
C 4.858 -8.691 -7.110 -0.281
O 5.159 -8.701 -5.726 -0.174
C 6.491 -9.032 -5.375 -0.282
C 7.532 -8.089 -5.955 -0.077
H 4.475 -10.805 -7.315 0.082
H 4.787 -9.966 -8.846 0.078
H 6.116 -10.347 -7.754 0.066
H 3.805 -8.418 -7.186 0.118
H 5.421 -7.899 -7.617 0.107
H 6.709 -10.070 -5.651 0.108
H 6.535 -8.987 -4.286 0.111
H 7.534 -8.102 -7.045 0.066
H 8.529 -8.373 -5.615 0.078
H 7.334 -7.063 -5.639 0.079

=====

# 2
132
Properties=species:S:1:pos:R:3:lowdin_charge:R:1 method="wB97M-V/def2-TZVPD" gap_ev=7.574 spin_multiplicity=1
C 6.789 4.706 0.719 -0.149
C 6.208 3.720 -0.458 -0.265
C 4.697 3.111 -0.079 -0.196
C 3.508 4.072 -0.676 -0.224
C 2.747 5.004 0.446 -0.210
C 2.256 4.183 1.788 -0.206
C 1.379 2.832 1.482 -0.224
C -0.186 2.908 2.030 -0.188
C -0.496 1.441 2.717 -0.213
C -2.099 1.031 2.582 -0.209
C -2.411 0.122 1.231 -0.204
C -3.234 0.956 0.081 -0.204
C -2.241 1.612 -1.050 -0.215
C -2.672 1.283 -2.603 -0.208
C -1.504 1.727 -3.711 -0.138
C -0.418 0.464 -3.838 -0.222
O 0.802 0.673 -3.046 -0.276
C 2.019 0.289 -3.839 -0.332
C 3.164 -0.120 -2.690 -0.242
C 4.631 -0.138 -3.500 -0.106
O 4.558 -1.154 -4.555 -0.139
N 5.377 -0.893 -5.588 -0.015
O 4.716 -1.255 -6.579 0.012
O 3.033 -1.436 -2.134 -0.258
C 2.339 -1.618 -0.896 -1.169
Cl 2.520 -0.378 0.447 0.624
P 3.101 -3.258 -0.145 0.790
P 4.305 -2.787 1.622 0.485
O 3.366 -2.500 2.865 -0.423
O 5.211 -4.268 1.993 -0.260
O 5.506 -1.545 1.368 -0.271
P 0.450 -2.078 -1.057 0.815
P 0.238 -3.508 -2.749 0.518
O -0.791 -3.020 -3.845 -0.398
O 1.758 -3.828 -3.536 -0.243
O -0.372 -5.079 -2.186 -0.250
P 2.470 1.905 -4.801 0.979
O 3.677 1.624 -6.021 -0.355
O 3.004 3.167 -3.726 -0.354
H 6.551 4.202 1.753 0.078
H 7.962 4.778 0.557 0.079
H 6.290 5.770 0.585 0.079
H 6.210 4.253 -1.515 0.107
H 6.940 2.808 -0.541 0.096
H 4.629 2.088 -0.668 0.083
H 4.601 2.851 1.058 0.102
H 2.684 3.345 -1.138 0.085
H 3.902 4.728 -1.572 0.104
H 1.807 5.477 -0.076 0.112
H 3.481 5.893 0.738 0.110
H 1.585 4.937 2.411 0.108
H 3.214 3.868 2.424 0.107
H 1.898 1.920 2.037 0.081
H 1.311 2.528 0.353 0.092
H -0.953 3.084 1.139 0.105
H -0.226 3.757 2.845 0.109
H 0.144 0.566 2.247 0.088
H -0.290 1.516 3.885 0.118
H -2.427 0.352 3.502 0.107
H -2.796 1.997 2.653 0.114
H -3.033 -0.841 1.509 0.110
H -1.377 -0.227 0.765 0.070
H -3.791 1.845 0.616 0.105
H -4.078 0.277 -0.396 0.112
H -2.207 2.793 -0.916 0.117
H -1.142 1.227 -0.905 0.085
H -3.691 1.870 -2.805 0.102
H -2.951 0.142 -2.666 0.113
H -1.000 2.741 -3.418 0.118
H -2.043 1.773 -4.775 0.119
H -0.977 -0.463 -3.366 0.082
H -0.197 0.212 -4.978 0.137
H 1.792 -0.606 -4.558 0.158
H 3.233 0.797 -1.981 0.126
H 5.415 -0.515 -2.689 0.150
H 4.990 0.921 -3.831 0.118
H 4.078 -3.781 -1.110 -0.036
H 4.522 -4.990 1.834 0.071
H 6.208 -1.622 2.104 0.104
H -0.341 -0.882 -1.309 -0.064
H 2.471 -4.092 -2.881 0.040
H 0.111 -5.361 -1.356 0.065
H 4.512 2.078 -5.649 0.068
H 3.319 3.979 -4.240 0.085
C 2.007 -8.474 7.031 -0.117
O 2.607 -7.362 7.681 -0.202
C 3.886 -7.018 7.133 -0.207
C 3.818 -5.644 6.449 -0.206
N 3.026 -5.707 5.217 -0.054
C 2.727 -4.389 4.646 -0.227
C 1.813 -3.459 5.469 -0.207
O 0.470 -3.933 5.592 -0.181
C 0.257 -4.816 6.685 -0.103
H 1.095 -8.735 7.575 0.089
H 1.739 -8.225 6.004 0.076
H 2.677 -9.339 7.045 0.086
H 4.267 -7.789 6.452 0.119
H 4.581 -6.952 7.977 0.117
H 4.833 -5.310 6.209 0.120
H 3.381 -4.938 7.161 0.101
H 2.145 -6.178 5.413 0.067
H 2.240 -4.571 3.681 0.108
H 3.669 -3.870 4.429 0.086
H 1.742 -2.511 4.922 0.112
H 2.235 -3.208 6.448 0.110
H 0.911 -4.599 7.534 0.088
H 0.382 -5.850 6.361 0.067
H -0.781 -4.703 7.013 0.087
C -10.519 0.802 -2.110 -0.115
O -10.143 1.197 -3.423 -0.202
C -10.579 2.522 -3.753 -0.204
C -9.367 3.452 -3.921 -0.207
N -8.721 3.714 -2.631 -0.057
C -7.428 4.398 -2.753 -0.195
C -6.286 3.622 -3.438 -0.211
O -5.840 2.483 -2.698 -0.219
C -6.568 1.290 -2.961 -0.093
H -10.246 -0.248 -1.979 0.090
H -9.991 1.393 -1.361 0.076
H -11.600 0.898 -1.971 0.087
H -11.293 2.920 -3.022 0.121
H -11.098 2.450 -4.715 0.119
H -9.698 4.400 -4.359 0.121
H -8.672 2.974 -4.617 0.101
H -8.571 2.830 -2.150 0.070
H -7.107 4.641 -1.734 0.117
H -7.576 5.354 -3.271 0.116
H -5.423 4.297 -3.488 0.120
H -6.516 3.355 -4.474 0.110
H -6.947 1.247 -3.986 0.093
H -7.386 1.187 -2.247 0.072
H -5.895 0.442 -2.807 0.083

=====

no.,F_max (eV/A),LUMO level (eV)
1,3.53,-4.69
2,6.06,-0.79